No. 1
This record from the Open Molecules 2025 dataset describes a molecular structure, C35H38AsBr2N4ORb in a non-equilibrium geometry. The level of theory is ωB97M-V/def2-TZVPD.

Computed properties:
Kohn-Sham gap ... 6.592 eV
E_LUMO ... 0.0702 eV
Energy relative to the best compared isomer or geometry (same formula, charge and spin) ... 18.3 kcal/mol

Geometry as XYZ:
```
82
C35H38AsBr2N4ORb ωB97M-V/def2-TZVPD
Rb 0.37486 -0.18978 0.06589
Br -1.98084 -3.30279 3.67075
C -2.04314 -1.41502 3.84012
C -2.82671 -0.86329 4.85963
C -2.91361 0.49051 5.01315
Br -3.98487 1.18149 6.42419
C -2.22858 1.35912 4.13372
C -2.29983 2.77111 4.20247
C -1.62861 3.53778 3.29580
C -0.87144 2.89708 2.29834
N -0.76807 1.59401 2.19717
C -1.42856 0.79941 3.09776
C -1.28241 -0.65314 2.93083
O -0.53467 -1.15080 2.03150
H -3.36601 -1.51748 5.53012
H -2.89599 3.22960 4.98072
H -1.67555 4.62111 3.33123
H -0.33267 3.49030 1.56125
C -0.38342 2.25725 -2.94032
N -1.39764 1.65685 -2.09066
C -2.09604 2.67478 -1.31685
C -2.32534 0.84437 -2.87163
C -1.79730 -0.55558 -3.15575
N -1.46332 -1.27685 -1.93868
C -2.63721 -1.56926 -1.12363
C -0.73552 -2.50323 -2.23923
H -0.81215 2.97590 -3.66059
H 0.13678 1.48820 -3.50602
H 0.35601 2.78615 -2.33099
H -2.69937 3.34882 -1.94899
H -1.37007 3.28431 -0.77473
H -2.75391 2.20683 -0.58107
H -2.56011 1.32848 -3.83065
H -3.26625 0.77439 -2.32520
H -0.89647 -0.49506 -3.77214
H -2.55259 -1.10152 -3.74396
H -3.39312 -2.14601 -1.68042
H -3.09986 -0.64751 -0.76607
H -2.34138 -2.14436 -0.24324
H -1.31526 -3.20781 -2.85666
H -0.47383 -3.01311 -1.30939
H 0.18345 -2.26044 -2.77773
C 3.90044 -0.31489 3.33865
C 3.58573 -0.36603 1.90262
N 3.31351 -0.45012 0.78853
H 4.37843 0.63116 3.58272
H 4.56993 -1.13068 3.60089
H 2.98157 -0.41096 3.91578
C 1.77943 0.17866 -6.96308
C 2.08529 1.30933 -6.21659
C 2.39483 1.19553 -4.86489
C 2.41283 -0.05180 -4.23180
C 2.09512 -1.17681 -4.99567
C 1.78766 -1.06620 -6.34745
As 2.67306 -0.19934 -2.26983
C 3.86596 1.33664 -2.04929
C 3.58240 2.26131 -1.04785
C 4.38369 3.38541 -0.86473
C 5.48378 3.58984 -1.68436
C 5.77883 2.67139 -2.68953
C 4.97321 1.55472 -2.87232
C 3.95293 -1.68177 -2.20218
C 3.45173 -2.97504 -2.37387
C 4.28415 -4.08389 -2.28495
C 5.63114 -3.91617 -1.99178
C 6.12902 -2.63733 -1.77065
C 5.29472 -1.52818 -1.86542
H 1.54323 0.26531 -8.01831
H 2.08407 2.28798 -6.68558
H 2.62404 2.09329 -4.30474
H 2.10112 -2.16014 -4.54982
H 1.55576 -1.95848 -6.92024
H 2.73477 2.10490 -0.39719
H 4.14668 4.09844 -0.08350
H 6.11283 4.46232 -1.54238
H 6.63574 2.82867 -3.33437
H 5.19936 0.85442 -3.66602
H 2.39424 -3.13221 -2.54329
H 3.87584 -5.07811 -2.42670
H 6.28474 -4.77835 -1.91800
H 7.17255 -2.49875 -1.51522
H 5.69996 -0.54436 -1.66742
```

***

No. 2
This record from the Open Molecules 2025 dataset describes a molecular structure, C51H67O4SiTi. The level of theory is ωB97M-V/def2-TZVPD.

Computed properties:
Kohn-Sham gap (alpha / beta) ... 4.152 / 6.909 eV
E_LUMO (alpha / beta) ... 2.3279 / 2.3275 eV
2S+1 ... 3
Charge ... -1
Energy relative to the best compared isomer or geometry (same formula, charge and spin) ... 0.0 kcal/mol

Geometry as XYZ:
```
124
C51H67O4SiTi ωB97M-V/def2-TZVPD
Ti 0.08890 -0.04380 -2.72592
C -2.96797 -0.40716 -3.70742
O -2.10166 -0.12794 -2.60475
C -2.65075 0.30775 -1.40614
C -2.82134 -0.61257 -0.37487
C -2.48500 -2.08311 -0.51762
C -1.22544 -2.57125 0.16976
C -1.22142 -3.66322 1.01953
C -0.03910 -4.23069 1.50587
C 1.16391 -3.67389 1.07591
C 1.20841 -2.57887 0.22181
C 2.49892 -2.10153 -0.41208
C 2.83795 -0.63331 -0.24880
C 3.24990 -0.14714 0.98197
C 3.54473 1.20020 1.19591
C 3.40050 2.07791 0.13153
C 2.96543 1.64999 -1.12321
C 2.62249 2.66998 -2.19446
C 1.28657 3.33147 -1.91216
C 1.24931 4.39452 -1.01599
C 0.06415 4.97130 -0.58128
C -1.11370 4.40154 -1.06290
C -1.13251 3.34238 -1.95483
C -2.46043 2.69254 -2.29629
C -2.87228 1.67484 -1.24630
C -3.38706 2.09471 -0.02658
C -3.61583 1.21232 1.02759
C -3.31613 -0.13065 0.83378
C -4.13848 1.75376 2.35984
C -4.35445 0.64744 3.39141
C -5.47630 2.47063 2.13749
C -3.11966 2.74945 2.93073
C 0.08765 2.82493 -2.46335
O 0.09717 1.87862 -3.38086
C 0.00768 6.14172 0.39798
C -0.78360 5.73201 1.64813
C 1.39959 6.58611 0.84762
C -0.68871 7.33883 -0.26233
C 2.74160 0.29042 -1.29321
O 2.25517 -0.14120 -2.52198
C 3.18427 -0.46590 -3.56083
C 3.96508 1.66168 2.59197
C 2.84819 1.32481 3.58999
C 4.21515 3.16827 2.65316
C 5.25374 0.94061 3.00642
C 0.00502 -1.99012 -0.19830
O 0.02192 -0.94181 -0.95644
C -0.11042 -5.43501 2.44473
C -0.88769 -6.57729 1.77451
C -0.82274 -5.03355 3.74316
C 1.27579 -5.97007 2.80590
H -3.96995 -0.03732 -3.48573
H -2.56092 0.09220 -4.58567
H -2.97402 -1.48340 -3.88157
H -3.32807 -2.66136 -0.12725
H -2.39494 -2.32111 -1.58176
H -2.17722 -4.10363 1.29133
H 2.10556 -4.11605 1.38184
H 3.32159 -2.68707 0.00961
H 2.44959 -2.33501 -1.48004
H 3.31493 -0.85640 1.80058
H 3.58373 3.13554 0.26651
H 3.39718 3.44160 -2.18645
H 2.61235 2.20973 -3.18142
H 2.19744 4.76567 -0.64498
H -2.06994 4.78835 -0.72099
H -3.22651 3.47207 -2.32846
H -2.40517 2.23249 -3.28185
H -3.57350 3.15442 0.10826
H -3.44098 -0.84623 1.63645
H -5.07767 -0.09382 3.04569
H -3.42423 0.12927 3.62965
H -4.73874 1.08400 4.31628
H -6.21940 1.78690 1.72241
H -5.85871 2.86006 3.08486
H -5.37150 3.30902 1.44802
H -2.15657 2.26397 3.09769
H -2.95336 3.58451 2.25017
H -3.47424 3.15369 3.88309
H -0.31588 4.87510 2.13656
H -0.82873 6.55899 2.36294
H -1.80644 5.45143 1.39506
H 1.93343 5.77884 1.35316
H 2.00848 6.92143 0.00580
H 1.30921 7.41833 1.54987
H -1.70449 7.08440 -0.56837
H -0.74503 8.18188 0.43265
H -0.14406 7.65977 -1.15224
H 4.17880 -0.12003 -3.27729
H 3.16826 -1.54454 -3.71758
H 2.85174 0.03038 -4.47144
H 1.91848 1.82124 3.30629
H 2.65183 0.25335 3.62964
H 3.12568 1.65616 4.59447
H 3.31826 3.73540 2.39639
H 4.50730 3.44702 3.66814
H 5.01721 3.47399 1.97819
H 5.12065 -0.14154 3.01737
H 6.06622 1.17094 2.31430
H 5.55811 1.25340 4.00909
H -1.90328 -6.27668 1.51616
H -0.38940 -6.88433 0.85292
H -0.95314 -7.44226 2.44130
H -1.84024 -4.69344 3.54420
H -0.87449 -5.87897 4.43607
H -0.29091 -4.21680 4.23498
H 1.83129 -6.27073 1.91575
H 1.86921 -5.22857 3.34461
H 1.17273 -6.84663 3.45038
C 1.57902 -5.57266 -5.13017
Si 0.18710 -4.83600 -4.09184
C 0.44640 -5.39889 -2.31249
C -1.43652 -5.57915 -4.70009
C 0.16591 -3.03839 -4.19110
C 0.11038 -1.84542 -3.87912
H 1.59971 -6.66322 -5.05821
H 2.54397 -5.19046 -4.79032
H 1.46633 -5.29994 -6.18151
H 0.37255 -6.48674 -2.22053
H -0.28763 -4.94145 -1.64431
H 1.43024 -5.08998 -1.95062
H -1.43262 -6.66910 -4.61730
H -1.61626 -5.31352 -5.74419
H -2.27258 -5.19537 -4.11160
```

***

Question: Which value of energy relative to the best compared isomer or geometry (same formula, charge and spin) does entry 2 give?
Answer: 0.0 kcal/mol